{"formula": "C26H29BrF4N6SSbSe4Y", "method": "wB97M-V/def2-TZVPD", "symbols": ["Y", "C", "C", "N", "N", "C", "N", "S", "C", "C", "C", "C", "C", "N", "H", "H", "H", "H", "H", "H", "H", "H", "H", "H", "C", "C", "N", "C", "C", "C", "C", "N", "C", "C", "F", "C", "F", "C", "C", "F", "C", "F", "H", "H", "H", "H", "H", "H", "H", "H", "H", "H", "H", "H", "H", "H", "H", "Se", "Sb", "Se", "Se", "Se", "Br", "C", "C", "C", "C", "C", "C", "H", "H", "H", "H"], "positions_angstrom": [[-13.917, -11.801, -3.845], [-11.428, -8.137, -3.803], [-12.438, -8.995, -4.518], [-13.138, -9.844, -3.803], [-13.662, -9.368, -2.588], [-13.671, -10.014, -1.383], [-13.997, -9.231, -0.359], [-13.347, -11.695, -1.171], [-12.446, -8.937, -5.956], [-12.587, -7.603, -6.453], [-12.583, -7.373, -7.802], [-12.354, -8.494, -8.607], [-12.415, -9.797, -8.066], [-12.336, -10.032, -6.753], [-11.223, -8.531, -2.801], [-10.493, -8.128, -4.382], [-11.753, -7.097, -3.665], [-13.995, -8.362, -2.574], [-14.231, -8.290, -0.534], [-13.987, -9.624, 0.564], [-12.767, -6.780, -5.718], [-12.680, -6.390, -8.217], [-12.255, -8.361, -9.680], [-12.388, -10.668, -8.705], [-10.904, -14.115, -1.906], [-11.914, -15.026, -2.589], [-13.321, -14.496, -2.808], [-14.109, -14.783, -1.531], [-15.521, -14.314, -1.504], [-13.896, -15.276, -3.940], [-15.139, -14.708, -4.595], [-15.329, -13.286, -4.505], [-16.601, -12.888, -4.680], [-17.209, -11.882, -3.892], [-16.330, -11.044, -3.238], [-18.560, -11.650, -3.838], [-19.170, -10.780, -3.013], [-19.391, -12.333, -4.722], [-18.765, -13.204, -5.675], [-19.528, -13.768, -6.653], [-17.436, -13.483, -5.690], [-16.860, -14.250, -6.656], [-9.909, -14.509, -2.199], [-10.998, -14.092, -0.812], [-10.916, -13.042, -2.189], [-11.985, -15.971, -2.010], [-11.526, -15.223, -3.624], [-13.540, -14.205, -0.745], [-14.045, -15.852, -1.295], [-15.571, -13.226, -1.243], [-16.118, -14.872, -0.759], [-16.011, -14.329, -2.458], [-14.159, -16.242, -3.469], [-13.127, -15.470, -4.687], [-16.080, -15.206, -4.193], [-15.124, -14.994, -5.685], [-20.437, -12.163, -4.617], [-15.807, -5.217, -6.092], [-15.869, -6.637, -4.017], [-15.848, -8.643, -5.253], [-18.286, -6.508, -3.380], [-14.336, -6.033, -2.230], [-8.923, -14.326, -8.812], [-10.201, -13.648, -7.505], [-11.535, -14.005, -7.522], [-12.399, -13.554, -6.493], [-12.120, -12.766, -5.372], [-10.752, -12.395, -5.477], [-9.859, -12.766, -6.465], [-11.938, -14.608, -8.317], [-13.428, -13.848, -6.646], [-10.330, -11.707, -4.717], [-8.818, -12.412, -6.496]], "total_charge": -2, "e_homo_ev": [-0.4639, -0.3885], "lumo_energy_ev": [3.31, 3.17], "e_tot_ha": -14592.66577, "homo_lumo_gap_ev": [3.770, 3.560], "de_lowest_kcal_mol": 68.5}